50
Properties=species:S:1:pos:R:3:forces:R:3 method="wB97M-V/def2-TZVPD" gap_ev=8.951 charge=+1 e_tot_ha=-1071.9889
C 0.2770 0.7760 4.1110 1.41 -0.06 1.17
C 0.3438 -0.1144 2.8967 0.79 -0.64 -0.62
C -0.8680 0.0112 1.9449 -0.22 -1.47 1.14
C -0.6557 -0.6393 0.6306 0.21 0.44 -0.99
C -0.3430 0.0562 -0.4747 0.40 -0.70 1.48
N 0.2706 -0.5082 -1.5799 -0.88 0.30 -1.22
N 1.6290 0.1648 2.1175 -0.73 3.53 0.60
H 0.0462 1.8285 3.9859 -0.52 0.02 -0.52
H 1.2666 0.8212 4.6223 -0.39 -0.28 -0.32
H -0.3557 0.3260 4.8707 -0.40 0.14 -0.13
H 0.5556 -1.1406 3.2180 -0.65 0.04 0.08
H -1.1096 1.0786 1.9558 -0.47 -0.24 -0.43
H -1.6521 -0.6530 2.3770 0.08 1.24 0.41
H -0.7975 -1.7158 0.5616 0.37 0.01 0.15
H -0.4069 1.1328 -0.3414 0.21 -0.01 -0.76
H 0.3777 -1.5151 -1.5303 0.01 0.01 0.42
H -0.2411 -0.3453 -2.4444 0.22 0.46 0.02
H 1.5060 1.1362 1.6549 -0.10 -1.47 -0.54
H 1.9566 -0.6084 1.5402 0.08 -0.06 0.28
H 2.3403 0.4592 2.7861 0.36 -0.97 0.17
H 2.2630 -1.1212 -0.3223 -0.85 -0.42 -0.26
H 1.9256 -2.7360 -0.5855 -0.53 1.03 -0.07
O 2.4969 -1.9499 -0.7439 1.70 -0.52 -0.06
H -1.0295 2.9405 -1.3684 -0.62 0.10 -0.79
H -2.5460 2.7970 -2.0893 0.83 0.06 -0.44
O -2.0079 2.9098 -1.3012 -0.14 0.12 1.08
H 3.1250 -2.2963 0.9775 0.12 -0.17 0.55
H 2.2701 -2.8317 2.1504 0.49 0.06 -0.05
O 2.9881 -2.2059 1.9527 -0.46 -0.20 -0.45
H 0.4460 -3.9031 -1.9689 0.90 -0.12 0.13
H -0.4657 -3.6430 -0.9054 0.42 0.16 0.61
O 0.5270 -3.6752 -1.0265 -1.49 -0.35 -0.81
H 1.2941 3.0822 -1.7716 -0.24 -0.01 -0.87
H 0.2096 4.1234 -2.3256 0.39 0.07 -0.45
O 0.6151 3.7404 -1.5484 -0.31 -0.01 0.93
H 2.7408 0.9836 -2.4034 -0.40 0.25 -0.03
H 2.7379 2.2619 -3.2604 0.08 -0.04 -0.01
O 2.2674 1.8210 -2.5438 0.44 -0.22 0.01
H -3.0862 1.8230 -0.5479 -0.59 -0.04 0.18
H -4.6406 1.5590 -0.1646 0.49 0.12 -0.06
O -3.8378 1.1867 -0.5520 -0.09 -0.41 0.06
H -2.6889 -3.6978 -0.4356 -0.02 -0.40 0.00
H -2.4477 -2.4871 -1.3455 0.52 -0.90 -0.19
O -2.1726 -3.4544 -1.2104 -0.30 0.89 0.40
H 0.4559 3.1081 0.8935 0.12 0.35 -0.45
H 1.7900 2.8387 0.0915 -0.20 0.41 -0.13
O 1.2868 2.6277 0.8776 0.25 -0.61 0.96
H -3.4898 -1.2161 -2.5217 0.46 -0.02 -0.04
H -3.2594 -0.4548 -1.2483 0.49 0.20 -0.07
O -2.7743 -1.0249 -1.8896 -1.23 0.34 -0.08